[1]
Density functional theory data (wB97M-V/def2-TZVPD) for a cluster of 2 separate species, C30H37BO2 in total in a non-equilibrium geometry.

Summary:
- E_LUMO: -3.70 eV
- Orbital gap: 2.566 eV
- Molar mass: 440.436 g/mol
- ΔE to the lowest compared entry with this formula, charge and spin: 0.0840 eV
- 2S+1: 1

Positions of all 70 atoms, in Å:
1 C -0.370 4.115 1.263
2 C -0.524 3.078 2.379
3 C -1.410 3.632 3.496
4 O -1.140 1.893 1.868
5 B -0.595 0.786 2.727
6 C -1.753 0.268 3.708
7 C -1.449 -0.186 4.969
8 C -2.454 -0.647 5.796
9 C -3.763 -0.648 5.355
10 C -4.064 -0.186 4.088
11 C -3.055 0.273 3.265
12 C -0.105 -0.427 1.797
13 C 0.965 -1.287 2.326
14 C -0.687 -0.596 0.633
15 O 0.565 1.297 3.536
16 C 0.868 2.571 2.960
17 C 1.877 2.345 1.832
18 C 1.457 3.508 4.019
19 H 0.150 5.003 1.619
20 H 0.181 3.706 0.418
21 H -1.348 4.420 0.896
22 H -1.006 4.557 3.903
23 H -2.411 3.836 3.120
24 H -1.499 2.906 4.302
25 H -0.424 -0.171 5.300
26 H -2.217 -1.002 6.787
27 H -4.551 -1.005 6.000
28 H -5.086 -0.180 3.742
29 H -3.272 0.645 2.278
30 H 1.290 -0.938 3.308
31 H 0.626 -2.319 2.432
32 H 1.835 -1.280 1.666
33 H -0.404 -1.391 -0.029
34 H -1.459 0.072 0.310
35 H 2.174 3.284 1.370
36 H 2.772 1.858 2.214
37 H 1.447 1.701 1.068
38 H 1.645 4.498 3.606
39 H 0.788 3.611 4.871
40 H 2.400 3.112 4.392
41 C -3.192 -5.159 -5.592
42 C -2.072 -4.414 -4.956
43 C -1.573 -4.834 -3.728
44 C -0.586 -4.124 -3.096
45 C -0.030 -2.959 -3.672
46 C 0.990 -2.300 -2.941
47 C 1.817 -1.176 -3.202
48 C 2.900 -0.964 -2.320
49 C 3.764 0.087 -2.486
50 C 3.584 0.993 -3.524
51 C 4.498 2.160 -3.655
52 C 2.526 0.799 -4.409
53 C 1.656 -0.253 -4.256
54 C -0.507 -2.583 -4.945
55 C -1.509 -3.293 -5.561
56 H -3.500 -4.695 -6.529
57 H -2.912 -6.191 -5.810
58 H -4.059 -5.177 -4.929
59 H -1.963 -5.732 -3.277
60 H -0.210 -4.462 -2.145
61 H 1.221 -2.787 -2.011
62 H 3.052 -1.660 -1.512
63 H 4.595 0.209 -1.811
64 H 4.224 2.787 -4.503
65 H 4.453 2.777 -2.756
66 H 5.533 1.843 -3.797
67 H 2.401 1.490 -5.226
68 H 0.833 -0.339 -4.937
69 H -0.064 -1.762 -5.471
70 H -1.862 -2.996 -6.534



[2]
Density functional theory data (wB97M-V/def2-TZVPD) for a structure of composition C30H37Cl4N7O6Zr in a non-equilibrium geometry.

Summary:
- E_LUMO: -5.63 eV
- Orbital gap: 6.028 eV
- Molar mass: 824.705 g/mol
- ΔE to the lowest compared entry with this formula, charge and spin: 0.4264 eV
- 2S+1: 1
- Net charge: +2

Positions of all 85 atoms, in Å:
1 Zr -0.721 1.420 0.621
2 O -0.895 2.712 2.458
3 C -0.774 2.118 3.828
4 C 0.160 0.945 3.691
5 C 0.372 0.119 4.809
6 C 1.266 -0.941 4.671
7 C 2.000 -1.087 3.485
8 C 1.727 -0.174 2.461
9 N 0.765 0.756 2.508
10 H -1.747 3.247 2.370
11 H -1.779 1.837 4.125
12 H -0.421 2.889 4.578
13 H -0.005 0.474 5.767
14 H 1.404 -1.656 5.485
15 H 2.803 -1.765 3.407
16 H 2.246 -0.151 1.535
17 Cl -1.387 5.841 -1.738
18 C -1.930 4.229 -2.093
19 Cl -3.792 4.189 -2.235
20 C -1.724 3.194 -1.003
21 O -1.722 3.434 0.263
22 O -1.399 1.988 -1.414
23 H -1.498 3.859 -3.014
24 C -7.272 1.854 0.276
25 N -5.975 1.249 0.653
26 C -4.849 1.934 1.317
27 C -3.843 0.734 1.194
28 O -2.592 0.843 1.558
29 N -4.339 -0.394 0.690
30 C -5.605 -0.039 0.379
31 N -6.386 -0.992 -0.080
32 H -7.128 2.937 0.428
33 H -8.092 1.457 0.880
34 H -7.389 1.748 -0.838
35 H -5.077 2.256 2.325
36 H -4.478 2.799 0.767
37 H -5.977 -1.841 -0.368
38 H -7.362 -0.772 -0.357
39 C 3.990 3.018 -0.136
40 C 3.056 3.621 -1.197
41 C 3.506 3.198 -2.588
42 C 3.063 5.168 -1.022
43 N 1.660 3.142 -1.017
44 N 1.169 2.936 0.406
45 H 5.076 3.258 -0.263
46 H 3.967 1.887 -0.167
47 H 3.754 3.370 0.859
48 H 4.500 3.535 -2.763
49 H 2.863 3.757 -3.307
50 H 3.389 2.093 -2.673
51 H 3.993 5.477 -1.529
52 H 3.135 5.381 0.043
53 H 2.142 5.649 -1.451
54 H 1.664 2.231 -1.441
55 H 0.883 3.855 0.767
56 H 1.979 2.756 1.003
57 Cl 0.710 -6.297 -0.455
58 C 2.327 -5.754 -0.384
59 C 3.091 -6.318 0.636
60 C 4.453 -5.989 0.724
61 C 5.040 -5.245 -0.305
62 C 4.236 -4.758 -1.301
63 Cl 5.043 -3.709 -2.480
64 C 2.850 -4.865 -1.348
65 N 2.121 -4.092 -2.269
66 C 0.725 -3.897 -2.391
67 C 0.070 -4.622 -3.407
68 C -1.275 -4.599 -3.511
69 C -2.020 -3.693 -2.691
70 C -1.371 -2.976 -1.687
71 C 0.030 -2.991 -1.559
72 C 0.752 -2.001 -0.648
73 C 0.101 -0.701 -0.406
74 O 0.863 0.396 -0.407
75 O -1.091 -0.607 0.039
76 H 2.582 -6.965 1.349
77 H 5.051 -6.365 1.563
78 H 6.089 -5.010 -0.225
79 H 2.710 -3.730 -3.034
80 H 0.645 -5.194 -4.167
81 H -1.736 -5.411 -4.123
82 H -3.091 -3.524 -2.663
83 H -1.912 -2.316 -1.008
84 H 1.750 -1.821 -1.105
85 H 0.879 -2.528 0.344



[3]
Density functional theory data (wB97M-V/def2-TZVPD) for a cluster of 2 separate species, C30H37N2 in total in a non-equilibrium geometry.

Summary:
- E_LUMO: -3.83 eV
- Orbital gap: 6.626 eV
- Molar mass: 425.640 g/mol
- ΔE to the lowest compared entry with this formula, charge and spin: 2.9297 eV
- 2S+1: 1
- Net charge: +1

Positions of all 69 atoms, in Å:
1 C -3.239 -2.748 1.311
2 C -3.046 -1.468 0.504
3 C -2.078 -0.549 1.234
4 N -0.775 -1.230 1.359
5 C 0.416 -0.758 0.905
6 C 1.567 -1.629 1.268
7 C 1.549 -2.984 0.819
8 C 2.653 -3.806 1.024
9 C 3.659 -3.386 1.897
10 C 3.568 -2.138 2.526
11 C 2.543 -1.239 2.210
12 C -0.968 -2.322 2.341
13 C -1.918 -3.370 1.791
14 H -3.833 -2.509 2.202
15 H -3.806 -3.474 0.718
16 H -2.670 -1.704 -0.501
17 H -4.007 -0.953 0.369
18 H -1.948 0.422 0.753
19 H -2.486 -0.381 2.243
20 H 0.543 0.334 0.856
21 H 0.665 -3.356 0.281
22 H 2.700 -4.779 0.528
23 H 4.492 -4.060 2.123
24 H 4.299 -1.871 3.288
25 H 2.433 -0.277 2.732
26 H -0.038 -2.763 2.707
27 H -1.472 -1.867 3.209
28 H -2.100 -4.101 2.589
29 H -1.437 -3.915 0.976
30 C -0.119 3.421 3.289
31 C 0.535 4.267 2.406
32 C 0.354 4.135 1.006
33 C 0.849 5.086 0.074
34 C 0.460 5.023 -1.258
35 C -0.283 3.920 -1.731
36 C -0.611 2.857 -0.883
37 C -1.267 1.603 -1.477
38 C -0.630 0.167 -1.565
39 C -1.032 -0.428 -2.932
40 C 0.228 -0.609 -3.776
41 C 1.112 0.675 -3.719
42 C 1.481 1.061 -2.281
43 N 0.836 0.087 -1.283
44 C 1.511 -1.185 -1.777
45 C 0.961 -1.759 -3.058
46 C -0.512 3.091 0.530
47 C -1.382 2.492 1.459
48 C -1.066 2.499 2.810
49 H 0.051 3.497 4.359
50 H 1.182 5.063 2.777
51 H 1.481 5.910 0.428
52 H 0.732 5.817 -1.955
53 H -0.596 3.903 -2.781
54 H -2.276 1.486 -1.042
55 H -1.460 1.885 -2.526
56 H -1.070 -0.494 -0.807
57 H -1.524 -1.398 -2.761
58 H -1.753 0.224 -3.447
59 H -0.017 -0.862 -4.807
60 H 2.032 0.483 -4.287
61 H 0.592 1.507 -4.207
62 H 2.565 0.968 -2.132
63 H 1.205 2.093 -2.069
64 H 2.574 -0.916 -1.920
65 H 1.525 -1.915 -0.986
66 H 0.261 -2.571 -2.819
67 H 1.760 -2.166 -3.689
68 H -2.355 2.137 1.100
69 H -1.598 1.826 3.474



Question: Look up the ΔE to the lowest compared entry with this formula, charge and spin of the second one.
Answer: 0.4264 eV



Please write out number 1 again, unchanged.
Density functional theory data (wB97M-V/def2-TZVPD) for a cluster of 2 separate species, C30H37BO2 in total in a non-equilibrium geometry.

Summary:
- E_LUMO: -3.70 eV
- Orbital gap: 2.566 eV
- Molar mass: 440.436 g/mol
- ΔE to the lowest compared entry with this formula, charge and spin: 0.0840 eV
- 2S+1: 1

Positions of all 70 atoms, in Å:
1 C -0.370 4.115 1.263
2 C -0.524 3.078 2.379
3 C -1.410 3.632 3.496
4 O -1.140 1.893 1.868
5 B -0.595 0.786 2.727
6 C -1.753 0.268 3.708
7 C -1.449 -0.186 4.969
8 C -2.454 -0.647 5.796
9 C -3.763 -0.648 5.355
10 C -4.064 -0.186 4.088
11 C -3.055 0.273 3.265
12 C -0.105 -0.427 1.797
13 C 0.965 -1.287 2.326
14 C -0.687 -0.596 0.633
15 O 0.565 1.297 3.536
16 C 0.868 2.571 2.960
17 C 1.877 2.345 1.832
18 C 1.457 3.508 4.019
19 H 0.150 5.003 1.619
20 H 0.181 3.706 0.418
21 H -1.348 4.420 0.896
22 H -1.006 4.557 3.903
23 H -2.411 3.836 3.120
24 H -1.499 2.906 4.302
25 H -0.424 -0.171 5.300
26 H -2.217 -1.002 6.787
27 H -4.551 -1.005 6.000
28 H -5.086 -0.180 3.742
29 H -3.272 0.645 2.278
30 H 1.290 -0.938 3.308
31 H 0.626 -2.319 2.432
32 H 1.835 -1.280 1.666
33 H -0.404 -1.391 -0.029
34 H -1.459 0.072 0.310
35 H 2.174 3.284 1.370
36 H 2.772 1.858 2.214
37 H 1.447 1.701 1.068
38 H 1.645 4.498 3.606
39 H 0.788 3.611 4.871
40 H 2.400 3.112 4.392
41 C -3.192 -5.159 -5.592
42 C -2.072 -4.414 -4.956
43 C -1.573 -4.834 -3.728
44 C -0.586 -4.124 -3.096
45 C -0.030 -2.959 -3.672
46 C 0.990 -2.300 -2.941
47 C 1.817 -1.176 -3.202
48 C 2.900 -0.964 -2.320
49 C 3.764 0.087 -2.486
50 C 3.584 0.993 -3.524
51 C 4.498 2.160 -3.655
52 C 2.526 0.799 -4.409
53 C 1.656 -0.253 -4.256
54 C -0.507 -2.583 -4.945
55 C -1.509 -3.293 -5.561
56 H -3.500 -4.695 -6.529
57 H -2.912 -6.191 -5.810
58 H -4.059 -5.177 -4.929
59 H -1.963 -5.732 -3.277
60 H -0.210 -4.462 -2.145
61 H 1.221 -2.787 -2.011
62 H 3.052 -1.660 -1.512
63 H 4.595 0.209 -1.811
64 H 4.224 2.787 -4.503
65 H 4.453 2.777 -2.756
66 H 5.533 1.843 -3.797
67 H 2.401 1.490 -5.226
68 H 0.833 -0.339 -4.937
69 H -0.064 -1.762 -5.471
70 H -1.862 -2.996 -6.534